Molecular formula: C74H64Cl2N12O24
Method: DFT, the ωB97M-V functional and the def2-TZVPD basis

Summary:
- HOMO-LUMO gap: 8.424 eV
- E_LUMO: -1.1 eV
- HOMO energy: -9.52 eV
- Total charge: 0
- Relative energy (zero: lowest compared OMol25 entry of this formula, charge and spin): 0.0 kJ/mol
- Largest force on an atom: 0.0775 Eh/bohr

Bonds (Å) are listed after each position.
CARTESIAN COORDINATES (ANGSTROEM)
1 Cl -27.425 -5.067 -2.200  C2 1.775
2 C -26.068 -5.251 -3.330  Cl1 1.775, C3 1.508, H5 1.085, H6 1.088
3 C -26.479 -4.850 -4.725  C2 1.508, Cl4 1.799, H7 1.091, H8 1.080
4 Cl -27.761 -5.936 -5.368  C3 1.799
5 H -25.732 -6.282 -3.351  C2 1.085
6 H -25.255 -4.591 -3.037  C2 1.088
7 H -25.657 -5.083 -5.404  C3 1.091
8 H -26.836 -3.837 -4.842  C3 1.080
9 C -17.749 -4.234 6.906  C10 1.392, C14 1.385, H18 1.083
10 C -18.164 -5.551 6.734  C9 1.392, C11 1.382, H19 1.083
11 C -18.377 -6.043 5.461  C10 1.382, C12 1.377, H20 1.087
12 C -18.338 -5.189 4.382  C11 1.377, C13 1.378, N15 1.450
13 C -18.037 -3.855 4.548  C12 1.378, C14 1.396, H21 1.083
14 C -17.530 -3.451 5.784  C9 1.385, C13 1.396, H22 1.082
15 N -18.567 -5.727 3.055  C12 1.450, O16 1.167, O17 1.207
16 O -18.479 -6.886 2.944  N15 1.167
17 O -18.717 -4.968 2.128  N15 1.207
18 H -17.417 -3.888 7.878  C9 1.083
19 H -18.213 -6.285 7.528  C10 1.083
20 H -18.719 -7.054 5.255  C11 1.087
21 H -17.806 -3.148 3.759  C13 1.083
22 H -17.162 -2.445 5.935  C14 1.082
23 C -18.204 -1.273 -0.872  C24 1.370, C28 1.384, H32 1.086
24 C -19.201 -1.705 -1.707  C23 1.370, C25 1.394, H33 1.081
25 C -19.161 -1.325 -3.048  C24 1.394, C26 1.376, H34 1.082
26 C -18.298 -0.331 -3.448  C25 1.376, C27 1.346, N29 1.444
27 C -17.338 0.117 -2.617  C26 1.346, C28 1.376, H35 1.080
28 C -17.279 -0.350 -1.324  C23 1.384, C27 1.376, H36 1.080
29 N -18.254 0.079 -4.831  C26 1.444, O30 1.218, O31 1.202
30 O -17.718 1.143 -5.083  N29 1.218
31 O -18.770 -0.636 -5.649  N29 1.202
32 H -18.141 -1.616 0.157  C23 1.086
33 H -19.942 -2.448 -1.447  C24 1.081
34 H -19.959 -1.813 -3.592  C25 1.082
35 H -16.625 0.841 -2.985  C27 1.080
36 H -16.437 -0.119 -0.688  C28 1.080
37 C -24.763 -8.094 -6.016  C38 1.401, C42 1.386, H46 1.089
38 C -25.857 -8.123 -6.892  C37 1.401, C39 1.375, H47 1.082
39 C -25.704 -7.707 -8.193  C38 1.375, C40 1.372, H48 1.081
40 C -24.451 -7.380 -8.645  C39 1.372, C41 1.376, N43 1.446
41 C -23.355 -7.407 -7.812  C40 1.376, C42 1.380, H49 1.083
42 C -23.496 -7.805 -6.498  C37 1.386, C41 1.380, H50 1.082
43 N -24.274 -6.993 -10.027  C40 1.446, O44 1.213, O45 1.213
44 O -23.166 -7.082 -10.512  N43 1.213
45 O -25.259 -6.578 -10.601  N43 1.213
46 H -24.911 -8.408 -4.984  C37 1.089
47 H -26.840 -8.474 -6.608  C38 1.082
48 H -26.533 -7.691 -8.887  C39 1.081
49 H -22.351 -7.254 -8.187  C41 1.083
50 H -22.597 -7.874 -5.900  C42 1.082
51 C -25.383 -11.170 0.198  C52 1.371, C56 1.380, H60 1.082
52 C -25.667 -12.455 -0.188  C51 1.371, C53 1.394, H61 1.086
53 C -26.699 -13.187 0.397  C52 1.394, C54 1.364, H62 1.082
54 C -27.510 -12.534 1.278  C53 1.364, C55 1.376, N57 1.440
55 C -27.264 -11.253 1.716  C54 1.376, C56 1.382, H63 1.078
56 C -26.178 -10.597 1.169  C51 1.380, C55 1.382, H64 1.082
57 N -28.635 -13.240 1.835  C54 1.440, O58 1.205, O59 1.215
58 O -29.629 -12.583 2.020  N57 1.205
59 O -28.522 -14.425 2.083  N57 1.215
60 H -24.603 -10.602 -0.292  C51 1.082
61 H -25.146 -12.955 -1.000  C52 1.086
62 H -27.035 -14.114 -0.049  C53 1.082
63 H -27.880 -10.873 2.516  C55 1.078
64 H -25.953 -9.604 1.537  C56 1.082
65 C -24.718 -8.151 3.428  C66 1.382, C70 1.398, H74 1.080
66 C -24.663 -8.432 4.780  C65 1.382, C67 1.395, H75 1.084
67 C -23.454 -8.734 5.407  C66 1.395, C68 1.373, H76 1.082
68 C -22.309 -8.842 4.657  C67 1.373, C69 1.379, N71 1.429
69 C -22.322 -8.485 3.325  C68 1.379, C70 1.376, H77 1.086
70 C -23.517 -8.182 2.714  C65 1.398, C69 1.376, H78 1.084
71 N -21.069 -9.178 5.282  C68 1.429, O72 1.176, O73 1.182
72 O -20.075 -8.925 4.705  N71 1.176
73 O -21.139 -9.700 6.340  N71 1.182
74 H -25.626 -7.937 2.883  C65 1.080
75 H -25.501 -8.464 5.466  C66 1.084
76 H -23.492 -8.749 6.488  C67 1.082
77 H -21.381 -8.403 2.790  C69 1.086
78 H -23.501 -7.899 1.668  C70 1.084
79 C -22.616 -1.500 -3.069  C80 1.385, C84 1.383, H88 1.088
80 C -22.470 -2.865 -3.253  C79 1.385, C81 1.396, H89 1.084
81 C -22.001 -3.340 -4.479  C80 1.396, C82 1.365, H90 1.084
82 C -21.723 -2.456 -5.482  C81 1.365, C83 1.371, N85 1.459
83 C -21.970 -1.115 -5.349  C82 1.371, C84 1.391, H91 1.079
84 C -22.382 -0.625 -4.113  C79 1.383, C83 1.391, H92 1.084
85 N -21.261 -2.975 -6.765  C82 1.459, O86 1.223, O87 1.220
86 O -21.265 -2.238 -7.741  N85 1.223
87 O -20.825 -4.114 -6.722  N85 1.220
88 H -22.899 -1.170 -2.071  C79 1.088
89 H -22.768 -3.645 -2.562  C80 1.084
90 H -21.838 -4.409 -4.549  C81 1.084
91 H -21.796 -0.404 -6.142  C83 1.079
92 H -22.750 0.394 -4.155  C84 1.084
93 C -20.993 -4.473 -0.039  C94 1.408, C98 1.395, H102 1.079
94 C -22.232 -4.782 0.556  C93 1.408, C95 1.363, H103 1.081
95 C -22.997 -5.820 0.113  C94 1.363, C96 1.389, H104 1.086
96 C -22.629 -6.486 -1.049  C95 1.389, C97 1.389, N99 1.440
97 C -21.432 -6.177 -1.681  C96 1.389, C98 1.374, H105 1.090
98 C -20.669 -5.128 -1.228  C93 1.395, C97 1.374, H106 1.087
99 N -23.543 -7.418 -1.657  C96 1.440, O100 1.176, O101 1.231
100 O -23.663 -7.388 -2.826  N99 1.176
101 O -24.177 -8.157 -0.903  N99 1.231
102 H -20.479 -3.593 0.315  C93 1.079
103 H -22.566 -4.080 1.306  C94 1.081
104 H -23.941 -6.076 0.585  C95 1.086
105 H -21.176 -6.703 -2.601  C97 1.090
106 H -19.790 -4.786 -1.767  C98 1.087
107 C -20.531 -12.593 -6.209  C108 1.393, C112 1.382, H116 1.084
108 C -19.936 -11.476 -5.629  C107 1.393, C109 1.386, H117 1.083
109 C -20.506 -10.900 -4.504  C108 1.386, C110 1.373, H118 1.079
110 C -21.653 -11.454 -3.991  C109 1.373, C111 1.390, N113 1.480
111 C -22.174 -12.650 -4.470  C110 1.390, C112 1.377, H119 1.078
112 C -21.620 -13.195 -5.607  C107 1.382, C111 1.377, H120 1.082
113 N -22.207 -10.888 -2.741  C110 1.480, O114 1.249, O115 1.216
114 O -21.825 -9.762 -2.360  N113 1.249
115 O -23.030 -11.558 -2.147  N113 1.216
116 H -20.083 -12.987 -7.114  C107 1.084
117 H -19.012 -11.046 -5.995  C108 1.083
118 H -20.068 -10.022 -4.055  C109 1.079
119 H -23.083 -12.990 -4.003  C111 1.078
120 H -22.136 -14.015 -6.090  C112 1.082
121 C -26.188 -10.730 -3.313  C122 1.384, C126 1.401, H130 1.087
122 C -26.571 -9.410 -3.145  C121 1.384, C123 1.377, H131 1.084
123 C -27.724 -8.974 -3.761  C122 1.377, C124 1.381, H132 1.078
124 C -28.457 -9.881 -4.500  C123 1.381, C125 1.380, N127 1.469
125 C -28.091 -11.198 -4.691  C124 1.380, C126 1.390, H133 1.084
126 C -26.956 -11.655 -4.033  C121 1.401, C125 1.390, H134 1.084
127 N -29.673 -9.374 -5.150  C124 1.469, O128 1.255, O129 1.251
128 O -30.415 -8.632 -4.462  N127 1.255
129 O -29.860 -9.717 -6.339  N127 1.251
130 H -25.242 -11.104 -2.930  C121 1.087
131 H -25.999 -8.770 -2.484  C122 1.084
132 H -28.045 -7.948 -3.673  C123 1.078
133 H -28.703 -11.848 -5.305  C125 1.084
134 H -26.615 -12.683 -3.979  C126 1.084
135 C -29.235 -0.330 4.302  C136 1.393, C140 1.391, H144 1.089
136 C -28.195 0.593 4.376  C135 1.393, C137 1.396, H145 1.083
137 C -26.973 0.332 3.751  C136 1.396, C138 1.374, H146 1.081
138 C -26.807 -0.869 3.104  C137 1.374, C139 1.381, N141 1.447
139 C -27.863 -1.750 2.979  C138 1.381, C140 1.393, H147 1.088
140 C -29.095 -1.513 3.583  C135 1.391, C139 1.393, H148 1.078
141 N -25.511 -1.199 2.552  C138 1.447, O142 1.210, O143 1.213
142 O -24.559 -0.609 3.010  N141 1.210
143 O -25.465 -2.019 1.661  N141 1.213
144 H -30.218 -0.195 4.751  C135 1.089
145 H -28.282 1.547 4.881  C136 1.083
146 H -26.220 1.107 3.759  C137 1.081
147 H -27.697 -2.647 2.385  C139 1.088
148 H -29.819 -2.306 3.488  C140 1.078
149 C -22.534 -2.616 4.515  C150 1.375, C154 1.396, H158 1.080
150 C -21.530 -2.573 5.454  C149 1.375, C151 1.389, H159 1.084
151 C -21.291 -3.666 6.277  C150 1.389, C152 1.380, H160 1.085
152 C -22.165 -4.734 6.259  C151 1.380, C153 1.366, N155 1.438
153 C -23.217 -4.764 5.388  C152 1.366, C154 1.392, H161 1.084
154 C -23.381 -3.725 4.477  C149 1.396, C153 1.392, H162 1.084
155 N -22.040 -5.757 7.261  C152 1.438, O156 1.210, O157 1.198
156 O -22.890 -6.617 7.295  N155 1.210
157 O -21.142 -5.645 8.045  N155 1.198
158 H -22.716 -1.803 3.827  C149 1.080
159 H -20.862 -1.720 5.429  C150 1.084
160 H -20.431 -3.714 6.938  C151 1.085
161 H -23.959 -5.552 5.452  C153 1.084
162 H -24.271 -3.688 3.859  C154 1.084
163 C -15.911 -8.547 -6.462  C164 1.389, C168 1.377, H172 1.079
164 C -16.914 -8.885 -7.361  C163 1.389, C165 1.374, H173 1.085
165 C -18.227 -8.544 -7.143  C164 1.374, C166 1.372, H174 1.080
166 C -18.524 -7.922 -5.956  C165 1.372, C167 1.373, N169 1.464
167 C -17.557 -7.421 -5.120  C166 1.373, C168 1.389, H175 1.080
168 C -16.236 -7.766 -5.375  C163 1.377, C167 1.389, H176 1.085
169 N -19.918 -7.584 -5.669  C166 1.464, O170 1.243, O171 1.218
170 O -20.133 -6.506 -5.088  N169 1.243
171 O -20.770 -8.382 -6.015  N169 1.218
172 H -14.903 -8.907 -6.604  C163 1.079
173 H -16.646 -9.374 -8.291  C164 1.085
174 H -19.027 -8.702 -7.851  C165 1.080
175 H -17.841 -6.815 -4.271  C167 1.080
176 H -15.475 -7.500 -4.650  C168 1.085